[1]
Below is one molecule with the formula C21H22F2N2O5S in a non-equilibrium geometry, with properties calculated with the ωB97M-V functional and the def2-TZVPD basis.

Cartesian coordinates (Å):
1 S 0.6382 2.0237 -1.6224
2 F -1.7779 -0.5740 -1.6307
3 F -2.0513 2.6687 -0.1220
4 O 2.4950 -4.2734 3.4350
5 O 2.3288 -1.2728 2.1011
6 O 1.4554 3.1560 -1.2945
7 O 1.2611 0.8723 -2.2079
8 O 0.9203 -1.1842 3.8432
9 N -0.6857 2.4750 -2.4967
10 N 0.3278 -3.6879 3.1254
11 C -0.8093 0.5048 2.4754
12 C 0.4308 -2.9172 0.0073
13 C -0.0050 -1.9277 -0.8574
14 C -0.4490 3.7492 -5.0728
15 C -0.9659 1.7227 -3.7012
16 C -0.9181 3.8995 -2.6197
17 C -0.1266 4.4970 -3.7813
18 C 1.3346 -0.8279 2.6102
19 C -1.2321 1.8287 0.5255
20 C -0.0245 1.4502 -0.0322
21 C -0.4546 -3.5329 0.8846
22 C -0.1706 2.2592 -4.8895
23 C -1.7915 -3.1502 0.8871
24 C 0.4168 0.1233 1.9364
25 C 0.7948 0.6013 0.6839
26 C 1.6903 -2.2241 4.4462
27 C -1.6341 1.3589 1.7695
28 C 0.0375 -4.4843 1.9449
29 C -1.3377 -1.5615 -0.8187
30 C 1.5777 -3.5123 3.6107
31 C -2.2450 -2.1618 0.0339
32 H 0.9367 4.4032 -3.5536
33 H -0.6192 4.3600 -1.6789
34 H -0.4389 1.7041 -5.7898
35 H -1.5036 3.8931 -5.3229
36 H -2.0417 1.7898 -3.8895
37 H -0.7052 0.6857 -3.5010
38 H 1.4718 -3.2004 0.0139
39 H -3.2780 -1.8520 0.0266
40 H -0.3677 5.5566 -3.8802
41 H -1.9930 4.0469 -2.7627
42 H -2.5867 1.6743 2.1654
43 H 0.8915 2.1035 -4.6898
44 H -0.7215 -5.2349 2.1866
45 H 0.9645 -4.9826 1.6571
46 H 0.6670 -1.4246 -1.5352
47 H 1.7412 0.3042 0.2595
48 H 2.7452 -1.9433 4.5023
49 H -1.1083 0.1382 3.4449
50 H -0.3596 -2.9779 3.3379
51 H 1.2799 -2.3632 5.4473
52 H 0.1495 4.1454 -5.8951
53 H -2.4844 -3.6280 1.5647

Calculated values
energy above the lowest of the compared OMol25 structures with the same formula, charge and spin	24.5	kJ/mol
frontier orbital gap	9.4	eV
molar mass	452.48	g/mol
charge	0
max |F|	0.023	Eh/bohr

=====

[2]
Below is one molecule with the formula C30H48O3, with properties calculated with the ωB97M-V functional and the def2-TZVPD basis.

Cartesian coordinates (Å):
1 O 9.5393 -1.0775 0.9466
2 O -0.7058 2.2764 0.2529
3 O -1.6617 2.8007 2.2135
4 C -5.3875 1.2036 -0.4742
5 C -2.5226 3.7624 0.1769
6 C 3.7280 -1.9336 0.7963
7 C 1.0490 0.9420 -1.3896
8 C 3.8559 1.7344 -0.4512
9 C 1.4690 1.1530 0.0667
10 C -0.3871 -0.0057 1.1372
11 C -3.9737 1.7777 -0.4320
12 C 4.3424 0.4123 0.1616
13 C 0.7613 -1.0021 0.8897
14 C -3.9357 3.1686 0.1960
15 C 5.0030 -2.4491 0.1361
16 C 7.3036 -1.6939 0.5654
17 C -5.4069 -0.1925 -1.0927
18 C 8.1993 0.4693 -0.3000
19 C -6.9041 -1.8756 1.0696
20 C -7.8333 -4.0839 0.1984
21 C 6.7827 0.9759 -0.0638
22 C 3.2478 -0.6686 0.0922
23 C 8.4553 -0.8000 0.4785
24 C 1.9978 -0.1096 0.7634
25 C 6.0729 -1.4033 0.1276
26 C -1.5988 2.9099 1.0169
27 C 5.7000 -0.0524 -0.4423
28 C -6.5892 -3.2882 0.5752
29 C 0.2077 1.4020 0.9092
30 C -7.5888 -0.9696 0.0440
31 C 2.5452 2.2299 0.1676
32 C 5.6344 -0.1981 -1.9730
33 C -6.8146 -0.7656 -1.2601
34 H 6.6383 1.8930 -0.6363
35 H 4.5281 0.5936 1.2283
36 H -0.7882 -0.0876 2.1459
37 H 1.8819 0.6250 -2.0081
38 H -5.9157 -3.2397 -0.2821
39 H 5.3604 -3.3439 0.6480
40 H 0.4726 1.8563 1.8718
41 H -5.7821 1.1643 0.5422
42 H 2.2248 3.1412 -0.3410
43 H 4.6113 2.5053 -0.2987
44 H -6.7405 -1.7191 -1.7868
45 H -7.5572 -1.9505 1.9431
46 H -2.5443 4.7659 0.6043
47 H 2.2835 0.1884 1.7802
48 H 8.3552 0.2434 -1.3581
49 H 3.0209 -0.9152 -0.9478
50 H -8.5365 -4.1059 1.0284
51 H 0.6007 -1.5687 -0.0275
52 H -7.5653 -5.1085 -0.0505
53 H 4.7461 -0.7428 -2.2789
54 H -8.5678 -1.3850 -0.2035
55 H -1.2088 -0.1636 0.4382
56 H -4.9394 -0.1438 -2.0802
57 H 2.9571 -2.7040 0.7519
58 H 0.6648 1.8788 -1.7853
59 H 6.5019 -0.7462 -2.3338
60 H 3.9265 -1.7149 1.8479
61 H 2.7122 2.4759 1.2193
62 H -3.3342 1.1069 0.1463
63 H -4.6080 3.8348 -0.3489
64 H -3.5701 1.8272 -1.4466
65 H 7.5136 -2.6684 0.9868
66 H -8.3315 -3.6467 -0.6631
67 H -6.0613 -3.8170 1.3731
68 H -6.0314 1.8665 -1.0574
69 H 6.6795 1.2220 0.9961
70 H -7.3936 -0.0903 -1.8959
71 H -7.7651 0.0013 0.5115
72 H -4.8036 -0.8662 -0.4818
73 H 4.7781 -2.7257 -0.8983
74 H -5.9757 -1.4066 1.4015
75 H 3.7185 1.6145 -1.5246
76 H 0.8560 -1.7113 1.7102
77 H -2.1392 3.8057 -0.8423
78 H -4.2782 3.1121 1.2309
79 H 8.9341 1.2234 -0.0131
80 H 0.2615 0.1998 -1.4660
81 H 5.6256 0.7774 -2.4519

Calculated values
energy above the lowest of the compared OMol25 structures with the same formula, charge and spin	2.5	kJ/mol
frontier orbital gap	9.9	eV
molar mass	456.71	g/mol
charge	0
max |F|	0.013	Eh/bohr

=====

[3]
Below is one molecule with the formula C3H5PS2 in a non-equilibrium geometry, with properties calculated with the ωB97M-V functional and the def2-TZVPD basis.

Cartesian coordinates (Å):
1 S 4.4419 -0.2652 -0.5020
2 S 1.5586 -0.5730 0.9164
3 P 2.5909 0.2185 -0.7291
4 C -0.0253 0.6382 0.4756
5 C -1.8817 -0.4238 -0.6544
6 C -1.2606 -0.1082 0.4495
7 H 0.3427 1.1302 -0.3572
8 H -1.3405 -0.3126 -1.5533
9 H -2.8842 -1.0242 -0.7461
10 H 0.0113 1.2380 1.3414
11 H -1.5532 -0.5178 1.3593

Calculated values
spin multiplicity	3
energy above the lowest of the compared OMol25 structures with the same formula, charge and spin	0.0	kJ/mol
frontier orbital gap (spin up / spin down)	7.4 / 6.4	eV
molar mass	136.18	g/mol
charge	0
max |F|	0.069	Eh/bohr

=====

[4]
Below is an isolated ion of composition CHN2O4 and charge -1 in a non-equilibrium geometry, with properties calculated with the ωB97M-V functional and the def2-TZVPD basis.

Cartesian coordinates (Å):
1 O 1.9891 -1.1665 -1.0080
2 O 2.1677 -0.4246 1.1036
3 O -2.2212 0.3431 -0.2828
4 O -0.5973 1.8813 -0.2137
5 N -0.0202 -0.3000 0.0944
6 N -0.6744 0.6746 -0.1008
7 C 1.7030 -0.6913 0.0656
8 H -2.3469 -0.3165 0.3417

Calculated values
energy above the lowest of the compared OMol25 structures with the same formula, charge and spin	126.0	kJ/mol
frontier orbital gap	9.2	eV
molar mass	105.03	g/mol
charge	-1
max |F|	0.057	Eh/bohr

=====

[5]
Below is C11H13BClNSc as an isolated structure in a non-equilibrium geometry, with properties calculated with the ωB97M-V functional and the def2-TZVPD basis.

Cartesian coordinates (Å):
1 Sc 0.0000 0.0000 0.0000
2 Cl -0.6420 2.3720 -0.4044
3 N -1.0005 1.2352 1.2138
4 C 2.2151 0.4079 -0.7867
5 C -1.6313 2.0140 1.9791
6 C 2.1050 1.1887 0.3839
7 C 1.9187 0.3301 1.4724
8 C -2.1594 -0.4954 -0.8336
9 C -1.3531 -0.2433 -1.9668
10 C 1.9133 -1.0001 0.9952
11 C 2.1221 -0.9490 -0.4008
12 C -0.6091 -2.1549 -0.9670
13 C -1.7059 -1.6886 -0.2300
14 C -0.3914 -1.2603 -2.0441
15 B -2.4317 3.0021 2.9501
16 H -1.8739 3.0635 4.0006
17 H 0.4052 -1.3188 -2.7672
18 H -2.9145 0.1609 -0.4406
19 H 2.1795 -1.7973 -1.0597
20 H 1.7425 -1.8835 1.5873
21 H -3.5378 2.5907 3.1100
22 H -0.0057 -3.0140 -0.7233
23 H -2.4778 4.0868 2.4602
24 H 2.3169 0.7841 -1.7909
25 H 2.0482 2.2611 0.4162
26 H -1.4068 0.6299 -2.5913
27 H -2.0722 -2.1001 0.6928
28 H 1.6954 0.6328 2.4787

Calculated values
frontier orbital gap	5.7	eV
molar mass	250.45	g/mol
charge	-1
max |F|	0.263	Eh/bohr

=====

[6]
Below is a 2-piece molecular cluster, C3H11NOS2 overall in a non-equilibrium geometry, with properties calculated with the ωB97M-V functional and the def2-TZVPD basis.

Cartesian coordinates (Å):
1 S 0.8881 -0.0176 -2.5007
2 S 0.0315 -1.6256 -1.5232
3 O 0.8122 1.5419 4.3737
4 N -0.7280 0.1142 2.0875
5 C -0.3774 0.1607 0.6748
6 C -1.0353 -0.9937 -0.1877
7 C -0.6704 1.5119 0.0368
8 H -1.4759 1.5892 -0.6538
9 H 0.6613 -0.0715 0.5434
10 H 0.1767 1.7947 -0.6028
11 H -1.9105 -0.5498 -0.6247
12 H -0.8566 2.3160 0.7207
13 H -0.2955 -0.7011 2.5016
14 H -1.7267 -0.0030 2.1886
15 H 0.0981 0.9776 4.6826
16 H -0.1603 0.2130 -3.3065
17 H -1.1998 -1.8779 0.4239
18 H 0.4111 2.0353 3.6509

Calculated values
energy above the lowest of the compared OMol25 structures with the same formula, charge and spin	43.0	kJ/mol
frontier orbital gap	9.5	eV
molar mass	141.26	g/mol
charge	0
max |F|	0.032	Eh/bohr

=====

[7]
Below is C21H36F3N2O5PSiV as an isolated structure in a non-equilibrium geometry, with properties calculated with the ωB97M-V functional and the def2-TZVPD basis.

Cartesian coordinates (Å):
1 V 0.4446 -1.0528 0.9284
2 P 2.6310 -0.5283 -0.1518
3 Si -0.6361 2.9550 0.7852
4 F -0.8018 -3.0799 3.4819
5 F 0.6704 -2.9424 5.0662
6 F 1.2594 -3.6453 3.1029
7 O 0.1885 -0.4537 4.0045
8 O -1.0802 -0.7052 1.4091
9 O -0.0975 -0.9015 -1.0252
10 O 1.5967 -1.0853 2.3367
11 O -1.9098 1.7218 0.7888
12 N -0.7608 -2.6639 -2.3049
13 N -3.9736 1.3912 1.6595
14 C 2.5571 -0.4378 -4.2243
15 C 3.5527 -2.1041 -0.1346
16 C 2.4353 -0.8429 -2.9041
17 C 3.7191 0.5668 0.8030
18 C 3.2737 1.7377 -3.4902
19 C 2.9787 0.8548 -4.5190
20 C -4.5639 2.5742 0.9983
21 C -1.4454 4.4519 1.4575
22 C 0.0679 -2.9013 0.0537
23 C -2.2227 -0.2391 2.1146
24 C 2.7452 0.0347 -1.8645
25 C 0.4815 -2.7957 3.7699
26 C -0.1901 2.9322 -0.9981
27 C 0.6873 2.3102 1.8801
28 C -1.0088 -4.1034 -2.4554
29 C -1.0904 -1.8070 -3.4519
30 C -4.9021 0.5965 2.4940
31 C 3.1572 1.3305 -2.1671
32 C -2.7313 1.0434 1.4934
33 C 0.7468 -1.2974 3.3693
34 C -0.3032 -2.1602 -1.1873
35 H 3.1704 -2.7916 -0.8859
36 H -5.5103 2.2731 0.5539
37 H -2.9872 -1.0014 2.1229
38 H -0.6520 2.0716 -1.4883
39 H 3.4775 -2.5669 0.8484
40 H 2.3373 -1.1328 -5.0265
41 H -1.9123 -0.0424 3.1414
42 H -4.4073 0.2106 3.3797
43 H -0.7009 -4.4078 -3.4531
44 H -5.3320 -0.2218 1.9157
45 H -3.9057 2.9468 0.2273
46 H -0.7296 -3.4877 0.4985
47 H 0.3644 2.2155 2.9202
48 H 3.0869 1.1688 -5.5503
49 H 3.3051 1.5701 0.8874
50 H 1.0494 1.3319 1.5512
51 H 3.4070 2.0299 -1.3785
52 H -0.6906 5.2297 1.6280
53 H -5.7035 1.2515 2.8165
54 H -2.0701 -4.3240 -2.3363
55 H 1.5388 2.9996 1.8600
56 H 2.1174 -1.8598 -2.6929
57 H -2.1502 -1.9018 -3.6848
58 H 4.6933 0.6141 0.3194
59 H -0.8526 -0.7754 -3.2244
60 H -4.7497 3.3532 1.7354
61 H 3.6096 2.7421 -3.7169
62 H 3.8308 0.1558 1.8047
63 H 0.9657 -3.5108 -0.0495
64 H -2.1928 4.8685 0.7779
65 H -0.5117 -2.1280 -4.3169
66 H -0.5081 3.8396 -1.5201
67 H -0.4400 -4.6688 -1.7239
68 H 4.5989 -1.8952 -0.3582
69 H 0.8942 2.8476 -1.1245
70 H -1.9154 4.2426 2.4236

Calculated values
spin multiplicity	2
energy above the lowest of the compared OMol25 structures with the same formula, charge and spin	143.4	kJ/mol
frontier orbital gap (spin up / spin down)	7.9 / 8.4	eV
molar mass	563.53	g/mol
charge	+2
max |F|	0.088	Eh/bohr

=====

[8]
Below is C2H26CdO18 as an isolated structure in a non-equilibrium geometry, with properties calculated with the ωB97M-V functional and the def2-TZVPD basis.

Cartesian coordinates (Å):
1 Cd 2.6388 0.5626 1.5018
2 O -1.3458 0.1764 -2.7891
3 O 1.9828 -1.1337 2.9607
4 O -0.1789 2.6277 -1.1994
5 O -3.6751 -0.7098 -0.5318
6 O 3.0900 -1.4398 0.3646
7 O 0.7284 0.2536 0.5147
8 O 1.2309 1.3584 3.0977
9 O -3.0998 2.4634 -1.2186
10 O -0.7638 -4.0803 -0.2230
11 O 2.1638 2.6338 0.4949
12 O -1.0744 2.4852 1.5405
13 O 3.2668 2.0432 3.1345
14 O 0.0662 -1.7065 0.7780
15 O -1.3348 -0.0251 -0.0699
16 O -3.0963 -3.2298 -1.4648
17 O 2.1731 0.9271 -1.9366
18 O 0.8076 -1.3087 -2.5316
19 O 1.9647 2.6009 4.8333
20 C -0.2330 -0.4865 0.3972
21 C 2.1765 1.9838 3.6418
22 H -0.5474 -2.4394 0.5959
23 H -3.7898 2.2031 -1.7374
24 H -0.8910 3.2711 -1.2802
25 H -2.4372 -3.3831 -0.7679
26 H 1.0223 2.3864 5.0718
27 H -2.7688 -0.4265 -0.2487
28 H -2.5036 -3.4938 -2.1772
29 H -1.1975 1.6597 1.0305
30 H -2.0875 -0.2371 -3.2261
31 H -2.6422 1.6047 -1.1285
32 H 1.7406 3.4412 0.6816
33 H -0.4296 1.7952 -0.8092
34 H -1.1990 -4.8156 -0.7479
35 H 1.7443 2.2742 -0.2922
36 H 1.6651 0.0865 -2.1078
37 H 1.0581 -1.0240 3.2031
38 H -1.4861 0.1639 -1.8360
39 H -0.2266 2.2999 1.9192
40 H 0.0111 -0.7704 -2.5029
41 H 2.3609 -2.0787 0.2217
42 H 1.9744 1.6900 -2.4400
43 H 0.1738 -4.0394 -0.4413
44 H 1.2037 -1.1855 -3.4131
45 H 3.4214 -1.4029 -0.5216
46 H -3.5719 -1.5550 -0.9878
47 H 1.9146 -2.0203 2.6469

Calculated values
energy above the lowest of the compared OMol25 structures with the same formula, charge and spin	5.4	kJ/mol
frontier orbital gap	8.7	eV
molar mass	450.62	g/mol
charge	0
max |F|	0.079	Eh/bohr